(P)
The following is a DFT calculation (ωB97M-V/def2-TZVPD) of a 2-piece molecular cluster, CHO3S3 overall.

multiplicity: 1
total charge: -1
molar mass: 157.22 Da
gap between HOMO and LUMO (spin up / spin down): 5.69 / 7.95 eV

```
8
Properties=species:S:1:pos:R:3:lowdin_charge:R:1
C -0.611 -1.860 -0.583 -1.332
O -0.635 2.503 0.025 -0.395
O 0.503 0.396 0.785 -0.565
O 1.659 2.705 0.880 -0.385
S -1.382 -3.053 -1.370 0.432
S 1.015 -1.597 -0.535 0.667
S 0.461 1.914 0.778 0.581
H -1.012 -1.009 0.021 -0.004
```

---

(Q)
The following is a DFT calculation (ωB97M-V/def2-TZVPD) of an isolated ion of composition CHO3S3 and charge -1.

multiplicity: 1
SMILES: O=S([O-])#S(=O)C=S
total charge: -1
molar mass: 157.22 Da
gap between HOMO and LUMO: 6.68 eV

```
8
Properties=species:S:1:pos:R:3:lowdin_charge:R:1
O 0.373 -0.278 2.933 -0.554
S 1.374 -1.296 2.380 0.668
O 2.666 -1.143 2.962 -0.522
S 1.802 -0.678 -0.032 0.613
O 1.215 -1.933 -0.499 -0.713
C 0.439 0.514 0.092 -0.949
S 0.755 2.126 0.281 0.479
H -0.471 0.195 0.512 -0.024
```

---

What should be chosen as the least stable of them? Choose (P).

---

(P)
The following is a DFT calculation (ωB97M-V/def2-TZVPD) of C22H16BrF9MoN2O3PS4 as an isolated structure.

multiplicity: 2
total charge: 0
molar mass: 862.45 Da
gap between HOMO and LUMO (spin up / spin down): 6.83 / 7.13 eV

```
59
Properties=species:S:1:pos:R:3:lowdin_spin:R:1
Mo -0.125 0.282 1.182 0.928
C 2.682 4.245 -1.757 0.001
C 3.072 4.285 -0.301 0.000
O 3.439 2.963 0.183 0.000
P 2.388 1.927 0.737 0.006
S 1.449 0.887 -0.693 0.027
S 0.979 2.690 1.859 0.010
O 3.296 0.887 1.500 0.003
C 4.393 1.294 2.360 0.000
C 4.908 0.059 3.050 0.000
H 2.489 5.260 -2.105 0.000
H 1.777 3.657 -1.906 0.001
H 3.481 3.821 -2.364 0.000
H 2.265 4.667 0.327 0.000
H 3.961 4.888 -0.129 0.000
H 4.019 2.033 3.074 0.000
H 5.152 1.761 1.733 0.000
H 4.131 -0.408 3.654 0.000
H 5.737 0.330 3.703 0.000
H 5.265 -0.667 2.320 0.000
S -2.119 -0.881 1.135 -0.037
C -1.683 -2.553 1.322 0.002
C -2.610 -3.511 1.744 -0.002
C -2.235 -4.837 1.825 -0.001
C -3.198 -5.804 2.281 0.000
N -3.988 -6.552 2.648 0.000
C -0.930 -5.226 1.465 -0.001
C -0.021 -4.283 1.031 -0.001
C -0.396 -2.939 0.967 0.001
S 0.715 -1.724 0.395 -0.030
C -0.527 -6.606 1.545 0.000
N -0.182 -7.699 1.602 -0.001
H -3.614 -3.219 2.022 0.000
H 0.980 -4.589 0.757 0.000
Br -4.577 4.322 -2.004 0.006
C -3.342 3.183 -1.135 0.021
C -3.043 3.388 0.198 -0.005
C -2.126 2.552 0.827 0.018
C -1.512 1.514 0.134 -0.017
C -1.851 1.315 -1.205 0.016
C -2.751 2.149 -1.846 -0.003
H -3.514 4.192 0.746 -0.001
H -1.909 2.738 1.872 0.002
H -1.413 0.499 -1.767 0.002
H -3.000 1.990 -2.886 -0.001
F -2.151 1.199 3.887 0.001
C -1.180 1.102 4.799 0.001
F -1.738 0.837 5.981 0.000
F -0.577 2.293 4.872 0.000
C -0.161 0.003 4.382 0.004
O 0.144 0.125 3.060 0.047
C 1.174 0.193 5.174 0.000
F 1.892 1.184 4.653 0.000
F 1.911 -0.923 5.104 0.000
F 0.950 0.470 6.461 0.000
C -0.743 -1.411 4.691 0.002
F -0.095 -2.344 3.996 0.000
F -2.037 -1.475 4.358 0.000
F -0.636 -1.705 5.990 0.001
```

---

(Q)
The following is a DFT calculation (ωB97M-V/def2-TZVPD) of C22H16BrF9MoN2O3PS4 as an isolated structure.

multiplicity: 2
total charge: 0
molar mass: 862.45 Da
gap between HOMO and LUMO (spin up / spin down): 6.10 / 6.49 eV

```
59
Properties=species:S:1:pos:R:3:lowdin_spin:R:1
Mo -0.017 -0.639 0.307 0.905
C -1.609 5.269 0.588 0.000
C -2.506 4.053 0.465 0.001
O -2.120 2.959 1.338 0.000
P -0.696 2.294 1.317 0.005
S -0.849 0.522 2.337 -0.009
S 0.103 2.054 -0.493 0.027
O 0.158 3.294 2.212 0.001
C 1.563 3.044 2.421 0.000
C 2.345 4.319 2.203 0.000
H -2.064 6.104 0.055 0.000
H -0.628 5.069 0.158 0.000
H -1.483 5.544 1.634 0.000
H -2.521 3.684 -0.562 0.000
H -3.524 4.280 0.775 0.000
H 1.899 2.282 1.719 0.000
H 1.684 2.670 3.438 0.000
H 2.182 4.697 1.194 0.000
H 3.407 4.106 2.326 0.000
H 2.046 5.084 2.919 0.000
S 0.138 -1.558 -1.962 0.053
C -1.425 -1.374 -2.677 -0.003
C -1.634 -1.718 -4.013 0.010
C -2.889 -1.588 -4.583 -0.008
C -3.078 -1.920 -5.961 -0.001
N -3.223 -2.175 -7.072 -0.005
C -3.972 -1.119 -3.813 0.011
C -3.760 -0.757 -2.492 -0.011
C -2.496 -0.881 -1.927 0.004
S -2.241 -0.414 -0.269 -0.073
C -5.288 -1.046 -4.365 0.002
N -6.358 -1.007 -4.782 0.007
H -0.806 -2.087 -4.603 0.000
H -4.576 -0.376 -1.892 -0.001
Br -0.984 -6.766 3.147 0.008
C -0.717 -5.030 2.437 0.028
C -1.797 -4.177 2.282 -0.005
C -1.598 -2.925 1.726 0.022
C -0.336 -2.482 1.302 -0.005
C 0.725 -3.366 1.522 0.026
C 0.555 -4.624 2.077 -0.005
H -2.787 -4.492 2.581 -0.001
H -2.461 -2.280 1.630 0.000
H 1.730 -3.079 1.259 0.001
H 1.402 -5.282 2.215 -0.001
F 2.763 -2.524 -1.174 0.000
C 3.700 -1.984 -0.396 0.001
F 4.808 -1.824 -1.118 0.000
F 3.978 -2.869 0.569 0.000
C 3.158 -0.606 0.173 0.001
O 1.787 -0.628 0.250 0.010
C 3.750 -0.288 1.611 -0.001
F 2.833 -0.565 2.542 0.000
F 4.055 1.012 1.724 0.000
F 4.854 -0.969 1.895 0.000
C 3.610 0.518 -0.824 0.001
F 2.990 1.663 -0.547 0.000
F 3.290 0.168 -2.071 0.000
F 4.926 0.731 -0.750 0.000
```

---

What should be chosen as the least stable of them? Choose (Q).

---

(P)
The following is a DFT calculation (ωB97M-V/def2-TZVPD) of a 2-piece molecular cluster, C3H4N4O4 overall.

multiplicity: 1
SMILES: N#C/C(N)=C/[N+](=O)[O-].O=NO
total charge: 0
molar mass: 160.09 Da
gap between HOMO and LUMO: 8.58 eV

```
15
Properties=species:S:1:pos:R:3:lowdin_charge:R:1
N 2.642 -2.743 -0.912 0.206
C 1.931 -1.863 -0.696 -0.161
C 0.999 -0.838 -0.503 -0.301
N 0.614 -0.630 0.750 0.169
C 0.274 -0.448 -1.639 0.030
N -0.879 0.352 -1.738 -0.394
O -1.306 0.693 -2.797 0.101
O -1.338 0.808 -0.662 -0.029
H 1.174 -1.012 1.504 0.139
H 0.172 0.286 0.820 0.059
H 0.507 -0.728 -2.687 0.146
O 1.722 2.209 1.090 0.038
N 0.676 2.007 0.511 -0.172
O -0.313 2.728 1.016 0.041
H -1.160 2.536 0.512 0.131
```

---

(Q)
The following is a DFT calculation (ωB97M-V/def2-TZVPD) of C3H4N4O4 as an isolated structure.

multiplicity: 1
total charge: 0
molar mass: 160.09 Da
gap between HOMO and LUMO (spin up / spin down): 6.94 / 6.94 eV

```
15
Properties=species:S:1:pos:R:3:lowdin_charge:R:1
C -0.687 -1.621 -0.413 -0.157
C 1.019 0.141 1.273 0.030
C -0.943 -0.288 -0.666 -0.267
N -0.543 -2.740 -0.282 0.262
N -0.344 0.444 -1.553 0.214
N 1.849 -0.063 0.304 -0.459
N -1.927 0.353 0.151 -0.347
O 1.850 0.898 -0.630 -0.009
O 2.483 -1.053 0.127 0.059
O -1.868 1.570 0.151 0.102
O -2.758 -0.378 0.621 0.156
H 0.616 1.087 1.492 0.069
H 0.931 -0.466 2.256 0.140
H 0.977 0.724 -1.364 0.102
H -0.656 1.392 -1.467 0.105
```

---

What should be chosen as the least stable of them? Choose (Q).

---

(P)
The following is a DFT calculation (ωB97M-V/def2-TZVPD) of C23H16ClF9IN2O2PRu as an isolated structure.

multiplicity: 2
total charge: +1
molar mass: 817.78 Da
gap between HOMO and LUMO (spin up / spin down): 4.69 / 5.31 eV

```
56
Properties=species:S:1:pos:R:3:lowdin_spin:R:1
Ru 2.127 -0.950 -0.844 1.030
C -2.852 1.120 0.704 0.000
C -1.574 1.386 1.428 0.001
N -1.626 2.277 2.392 0.001
C -0.645 2.482 3.236 0.000
C 0.454 1.632 3.279 0.000
C 1.543 1.781 4.311 0.000
O 2.824 1.600 3.754 0.000
C 0.585 0.673 2.259 0.000
C 1.617 -0.342 2.409 -0.001
N 2.209 -0.995 1.488 -0.045
C 3.004 -2.101 1.794 -0.001
C 2.554 -3.071 2.698 -0.004
C 3.326 -4.182 2.985 0.000
C 4.570 -4.337 2.395 -0.004
C 5.041 -3.389 1.496 -0.001
C 4.247 -2.305 1.188 -0.004
I 4.927 -0.882 -0.272 -0.040
C -0.372 0.661 1.226 0.001
O -0.159 -0.120 0.119 0.019
H -3.658 1.246 1.425 0.000
H -2.888 0.112 0.298 0.000
H -3.019 1.834 -0.101 0.000
H -0.771 3.307 3.924 0.000
H 1.421 1.005 5.078 0.000
H 1.428 2.746 4.810 0.000
H 3.206 2.451 3.508 0.000
H 1.843 -0.589 3.450 -0.002
H 1.578 -2.949 3.144 0.000
H 2.952 -4.932 3.665 0.000
H 5.176 -5.196 2.627 0.000
H 6.006 -3.506 1.031 0.000
F -4.551 4.703 -5.705 0.000
C -5.043 3.690 -4.985 0.000
F -5.868 4.229 -4.067 0.000
F -5.804 2.949 -5.792 0.000
C -3.959 2.888 -4.306 0.001
C -2.784 3.523 -3.910 0.000
C -1.843 2.823 -3.184 0.001
C -2.075 1.478 -2.864 0.000
C -3.223 0.826 -3.334 0.001
C -4.167 1.538 -4.042 0.000
C -1.246 0.844 -1.923 0.007
C -0.729 0.280 -0.983 0.000
H -2.622 4.560 -4.158 0.000
H -0.931 3.299 -2.855 0.000
H -3.385 -0.216 -3.111 0.000
H -5.069 1.054 -4.381 0.000
Cl 1.955 0.875 -2.202 -0.024
F 0.509 -2.657 -0.102 0.018
P 0.855 -3.789 -1.329 0.000
F 0.887 -4.909 -0.218 0.001
F 0.931 -2.431 -2.347 0.026
F 1.305 -4.721 -2.501 0.001
F -0.692 -3.899 -1.615 0.001
F 2.471 -3.406 -0.990 0.018
```

---

(Q)
The following is a DFT calculation (ωB97M-V/def2-TZVPD) of C23H16ClF9IN2O2PRu as an isolated structure.

multiplicity: 2
total charge: +1
molar mass: 817.78 Da
gap between HOMO and LUMO (spin up / spin down): 5.70 / 5.83 eV

```
56
Properties=species:S:1:pos:R:3:lowdin_spin:R:1
Ru 1.950 -0.646 -0.564 0.932
C -2.858 1.699 1.403 0.000
C -1.513 1.697 2.071 0.000
N -1.394 2.460 3.154 0.003
C -0.292 2.410 3.903 0.000
C 0.728 1.506 3.695 0.002
C 1.887 1.384 4.651 0.000
O 3.123 1.216 3.963 0.001
C 0.656 0.723 2.534 0.000
C 1.625 -0.359 2.398 0.011
N 2.125 -0.941 1.367 -0.016
C 2.915 -2.128 1.620 0.000
C 2.447 -3.163 2.411 -0.002
C 3.245 -4.282 2.599 -0.001
C 4.489 -4.375 1.991 -0.002
C 4.951 -3.352 1.169 -0.001
C 4.144 -2.248 1.001 -0.002
I 4.602 -0.693 -0.275 -0.019
C -0.429 0.900 1.687 0.003
O -0.375 0.186 0.493 0.014
H -3.599 1.844 2.188 0.000
H -3.065 0.771 0.879 0.000
H -2.951 2.522 0.694 0.000
H -0.254 3.096 4.742 0.000
H 1.766 0.506 5.291 0.000
H 1.903 2.251 5.311 0.000
H 3.529 2.077 3.820 0.000
H 1.961 -0.770 3.344 0.000
H 1.455 -3.109 2.842 0.000
H 2.878 -5.098 3.206 0.000
H 5.097 -5.258 2.131 0.000
H 5.906 -3.431 0.668 0.000
F -4.027 3.752 -6.751 0.000
C -4.688 2.875 -5.983 0.000
F -5.782 3.503 -5.520 0.000
F -5.109 1.880 -6.775 0.000
C -3.836 2.368 -4.850 0.000
C -2.873 3.197 -4.294 0.000
C -2.130 2.755 -3.213 0.000
C -2.354 1.486 -2.685 0.000
C -3.313 0.653 -3.259 0.000
C -4.052 1.095 -4.342 0.000
C -1.619 1.044 -1.525 0.002
C -1.029 0.678 -0.555 0.000
H -2.700 4.180 -4.711 0.000
H -1.368 3.389 -2.779 0.000
H -3.465 -0.341 -2.861 0.000
H -4.793 0.451 -4.795 0.000
Cl 2.001 1.325 -1.476 0.037
F 0.311 -2.284 -0.081 0.008
P 0.586 -3.188 -1.470 0.000
F 0.617 -4.494 -0.600 0.000
F 0.691 -1.692 -2.243 0.026
F 1.018 -3.907 -2.786 0.000
F -0.950 -3.242 -1.757 0.000
F 2.215 -2.879 -1.076 0.003
```

---

What should be chosen as the least stable of them? Choose (P).